Record 1
{
  "formula": "C25H50FNaO11P2Se2Si",
  "method": "ωB97M-V with the def2-TZVPD basis set",
  "gap_ev": 4.1,
  "e_homo_ha": -0.0088,
  "charge": -2,
  "elements": ["Na", "C", "Se", "C", "C", "Se", "C", "H", "H", "H", "H", "H", "H", "H", "H", "H", "H", "C", "C", "O", "P", "O", "O", "O", "P", "O", "O", "O", "H", "H", "H", "H", "H", "H", "H", "C", "C", "C", "C", "O", "Si", "O", "O", "C", "C", "C", "C", "O", "C", "C", "C", "C", "H", "H", "H", "H", "H", "H", "H", "H", "H", "H", "H", "H", "H", "H", "H", "H", "H", "H", "H", "H", "H", "H", "H", "H", "H", "H", "H", "F", "C", "C", "C", "C", "C", "C", "C", "H", "H", "H", "H", "H", "H"],
  "positions_angstrom": [[2.4168, -0.4233, 0.5461], [1.3959, -3.1589, -1.8643], [1.2821, -4.3175, -0.3076], [-0.1541, -3.3679, 0.6227], [0.0258, -3.3728, 2.1307], [1.3316, -2.0450, 2.8312], [0.0069, -0.6071, 2.7459], [2.0995, -3.6240, -2.5541], [1.7722, -2.1721, -1.6057], [0.4187, -3.0753, -2.3369], [-1.0923, -3.8348, 0.3311], [-0.1575, -2.3573, 0.2174], [0.3666, -4.3463, 2.4914], [-0.9338, -3.1700, 2.6163], [-0.6794, -0.6881, 3.5871], [-0.5390, -0.6678, 1.8026], [0.5400, 0.3407, 2.8002], [3.8865, 2.2348, -3.0129], [4.1325, 2.0078, -1.5231], [5.1057, 2.9989, -1.0997], [2.5436, 2.3034, -0.6102], [2.6094, 3.9160, -0.4928], [1.3480, 1.9563, -1.4605], [2.5718, 1.6694, 0.7630], [4.7719, 0.2180, -1.3578], [5.2347, 1.5593, 1.0063], [3.4355, -0.5393, -1.2272], [5.5177, 0.3873, 0.1801], [3.3262, 3.1558, -3.1969], [3.3151, 1.4063, -3.4356], [4.8527, 2.2967, -3.5200], [5.4137, 2.6806, -0.2304], [3.5547, 4.1612, -0.5455], [0.5739, 0.6534, -1.0948], [4.2572, 1.6033, 1.0483], [-1.4050, 2.4501, 0.4427], [-2.7424, 1.7372, 0.2998], [-3.6824, 2.5174, -0.6133], [-3.3783, 1.5170, 1.6642], [-2.5696, 0.4215, -0.2609], [-1.5185, -0.1308, -1.3886], [0.0208, -0.1822, -0.9069], [-1.9666, -1.6840, -1.6765], [-3.2567, -2.3073, -1.6930], [-3.7678, -2.5116, -0.2677], [-3.0398, -3.6554, -2.3683], [-4.2460, -1.4646, -2.4955], [-1.7226, 0.8029, -2.7215], [-0.9815, 0.9428, -3.9480], [-1.9563, 0.5999, -5.0684], [-0.5479, 2.3984, -4.0396], [0.2264, 0.0133, -4.0116], [-1.5489, 3.4250, 0.9179], [-0.9235, 2.6158, -0.5252], [-0.7149, 1.8668, 1.0590], [-3.8387, 3.5290, -0.2264], [-4.6519, 2.0134, -0.6739], [-3.2620, 2.5862, -1.6174], [-3.5846, 2.4733, 2.1532], [-2.7071, 0.9379, 2.3026], [-4.3178, 0.9677, 1.5567], [-3.0651, -3.1187, 0.3072], [-4.7321, -3.0304, -0.2935], [-3.8914, -1.5552, 0.2397], [-2.2702, -4.2204, -1.8377], [-2.7068, -3.5103, -3.3998], [-3.9647, -4.2396, -2.3773], [-4.3820, -0.4810, -2.0366], [-5.2191, -1.9641, -2.5383], [-3.8831, -1.3192, -3.5163], [-2.8547, 1.2181, -4.9871], [-2.2511, -0.4513, -5.0073], [-1.4955, 0.7725, -6.0458], [-1.4292, 3.0474, -4.0232], [-0.0041, 2.5743, -4.9739], [0.1071, 2.6467, -3.2027], [-0.0773, -1.0263, -3.8474], [0.9874, 0.2754, -3.2747], [0.6775, 0.0809, -5.0063], [0.6055, -0.3489, 9.0519], [1.1894, -0.2506, 7.8013], [0.7501, 0.7146, 6.9154], [1.3388, 0.8157, 5.6653], [2.3991, -0.0424, 5.2321], [2.9318, 0.0052, 3.9271], [2.7993, -1.0120, 6.2031], [2.2094, -1.1135, 7.4533], [-0.0503, 1.3869, 7.2087], [0.9878, 1.5853, 4.9825], [2.7877, 0.9315, 3.3692], [3.8988, -0.4679, 3.7647], [3.5994, -1.6995, 5.9455], [2.5409, -1.8644, 8.1633]],
  "atomic_forces_ev_per_a": [[-0.6, -0.9, 1.0], [0.0, 0.0, -0.2], [0.0, 0.1, 0.1], [0.0, 0.0, 0.0], [-0.1, -0.1, 0.0], [-0.1, 0.1, -0.1], [0.0, 0.0, 0.0], [0.0, 0.0, 0.0], [0.0, 0.0, 0.0], [0.0, 0.0, 0.0], [0.0, -0.1, 0.0], [0.0, 0.0, 0.0], [0.0, 0.0, 0.0], [0.0, 0.0, 0.0], [0.0, 0.0, 0.0], [0.0, 0.0, 0.0], [0.0, -0.1, 0.0], [0.0, 0.0, 0.0], [0.2, 0.2, -0.1], [-0.3, 0.2, -0.5], [-0.1, 0.0, -0.4], [0.2, 0.1, 0.0], [0.0, 0.0, 0.1], [0.2, 0.7, -0.1], [-0.2, 0.0, -0.2], [0.6, -0.2, 0.3], [0.7, 0.1, -0.5], [-0.1, 0.2, 0.0], [0.0, 0.0, 0.0], [0.0, 0.0, 0.1], [0.0, 0.0, 0.0], [0.1, -0.1, 0.1], [-0.2, -0.1, 0.0], [-0.1, -0.1, -0.1], [-0.6, -0.3, 0.3], [0.1, 0.0, 0.0], [0.1, -0.2, -0.1], [-0.1, 0.1, 0.0], [0.0, 0.0, 0.1], [-0.1, 0.2, 0.0], [0.1, 0.1, -0.1], [0.1, 0.1, 0.1], [-0.1, -0.1, 0.1], [0.2, 0.1, 0.0], [0.0, 0.0, 0.0], [0.0, -0.1, -0.1], [0.0, 0.1, 0.0], [0.0, 0.1, 0.0], [-0.1, -0.1, 0.2], [-0.1, 0.0, -0.1], [0.0, 0.1, -0.1], [0.1, -0.1, 0.0], [0.0, -0.1, 0.0], [0.0, 0.0, 0.0], [-0.1, 0.0, -0.1], [0.0, -0.1, 0.0], [0.0, 0.0, 0.0], [0.0, 0.0, 0.0], [0.0, 0.0, 0.0], [0.0, 0.0, 0.0], [0.0, 0.0, 0.0], [0.0, 0.1, -0.1], [0.1, 0.0, 0.0], [0.0, 0.0, 0.0], [0.0, 0.0, 0.0], [0.0, 0.0, 0.1], [0.0, 0.0, 0.0], [0.0, -0.1, 0.0], [0.1, 0.0, 0.0], [0.0, 0.0, 0.1], [0.0, 0.0, 0.0], [0.0, 0.0, 0.0], [0.0, 0.0, 0.1], [0.0, 0.0, 0.0], [0.0, 0.0, 0.0], [0.0, 0.0, 0.0], [0.0, 0.1, 0.0], [-0.1, 0.0, 0.0], [0.0, 0.0, 0.0], [0.0, 0.0, 0.1], [0.0, 0.0, 0.0], [0.0, 0.0, -0.1], [0.0, 0.0, 0.0], [-0.1, -0.1, -0.1], [0.2, 0.3, 0.2], [0.0, 0.0, 0.1], [0.1, 0.0, -0.1], [0.0, 0.0, 0.0], [0.0, 0.0, 0.0], [0.0, -0.1, 0.0], [-0.1, -0.1, 0.0], [0.0, 0.0, 0.0], [0.0, 0.0, 0.0]]
}

Record 2
{
  "formula": "C27H27Cl6N5",
  "method": "ωB97M-V with the def2-TZVPD basis set",
  "gap_ev": 9.8,
  "e_homo_ha": -0.3476,
  "de_lowest_ev": 0.418,
  "elements": ["Cl", "C", "Cl", "Cl", "H", "Cl", "C", "Cl", "Cl", "H", "C", "C", "C", "N", "C", "C", "H", "H", "H", "H", "H", "C", "C", "C", "N", "C", "C", "H", "H", "H", "H", "H", "C", "C", "C", "N", "C", "C", "H", "H", "H", "H", "H", "C", "C", "C", "N", "C", "C", "H", "H", "H", "H", "H", "C", "C", "C", "N", "C", "C", "H", "H", "H", "H", "H"],
  "positions_angstrom": [[4.7574, -2.1211, 3.2835], [4.6257, -2.2824, 1.5342], [4.4710, -0.7026, 0.7610], [3.2695, -3.3388, 1.1372], [5.5362, -2.7159, 1.1425], [0.1114, -1.4937, 1.2186], [0.7975, -0.1104, 0.3192], [-0.0075, 1.3846, 0.8030], [0.5517, -0.3053, -1.4121], [1.8441, -0.1147, 0.5876], [-1.9169, 2.3970, -4.5131], [-1.4971, 3.6055, -5.0574], [-0.7539, 4.4692, -4.2723], [-0.4349, 4.2027, -3.0103], [-0.9236, 3.0923, -2.4814], [-1.6440, 2.1381, -3.1890], [-2.5202, 1.7833, -5.1718], [-1.7559, 3.8775, -6.0719], [-0.4033, 5.4302, -4.6328], [-0.7642, 2.8931, -1.4272], [-2.0705, 1.2902, -2.6703], [0.0298, 0.0203, 6.2149], [0.1648, 0.0925, 4.8473], [-0.9823, 0.2476, 4.0658], [-2.1966, 0.3590, 4.5816], [-2.3156, 0.3547, 5.9039], [-1.2562, 0.1194, 6.7530], [0.8747, -0.0965, 6.8807], [1.1277, -0.0447, 4.3696], [-0.8630, 0.2283, 2.9915], [-3.3054, 0.5999, 6.2719], [-1.3537, 0.2030, 7.8284], [-3.6716, 4.5567, 3.3952], [-4.8920, 4.7701, 2.7668], [-5.0649, 4.2499, 1.5003], [-4.0829, 3.6697, 0.8142], [-2.9099, 3.4912, 1.4094], [-2.6673, 3.9063, 2.7100], [-3.4780, 4.9285, 4.3932], [-5.6904, 5.3100, 3.2579], [-5.9945, 4.4051, 0.9637], [-2.1672, 3.0656, 0.7457], [-1.7201, 3.7628, 3.2145], [3.9712, -1.5071, -3.0319], [4.6817, -0.6383, -3.8480], [6.0443, -0.8609, -4.0160], [6.7216, -1.8075, -3.3835], [6.0377, -2.5768, -2.5399], [4.6699, -2.4821, -2.3387], [2.9207, -1.3180, -2.8484], [4.1866, 0.1542, -4.3923], [6.6293, -0.1112, -4.5408], [6.6232, -3.2789, -1.9532], [4.1771, -3.0421, -1.5551], [-1.8262, -6.0318, -1.6724], [-1.1096, -5.5417, -2.7503], [-0.6991, -4.2188, -2.7210], [-0.9718, -3.3914, -1.7165], [-1.6382, -3.8762, -0.6767], [-2.0681, -5.1969, -0.5979], [-2.1407, -7.0677, -1.6437], [-0.7922, -6.2131, -3.5371], [-0.1176, -3.7778, -3.5240], [-1.6279, -3.2551, 0.2124], [-2.5303, -5.5394, 0.3182]],
  "atomic_forces_ev_per_a": [[0.1, 0.0, 0.0], [-0.1, 0.0, 0.0], [-0.1, 0.1, 0.0], [0.1, 0.0, -0.1], [0.0, -0.1, 0.1], [0.1, 0.2, -0.2], [-0.7, -0.4, 0.0], [0.4, 0.0, 0.2], [0.3, -0.1, 0.1], [0.1, 0.3, -0.2], [-0.3, 0.6, -0.8], [0.2, 0.1, 0.0], [0.1, 0.0, 0.0], [-0.1, 0.2, 0.4], [-0.1, -0.6, 0.1], [-0.4, 0.1, 0.1], [0.0, -0.4, 0.4], [0.0, 0.0, 0.0], [0.0, -0.1, -0.2], [0.3, 0.3, 0.0], [0.2, -0.1, -0.1], [-0.6, -0.1, 0.3], [0.0, -0.3, -0.3], [0.5, -0.5, 0.4], [-0.1, 0.4, -0.6], [-0.2, 0.0, 0.0], [0.8, 0.8, 0.3], [0.1, 0.0, -0.1], [0.0, 0.2, 0.0], [-0.4, 0.1, 0.1], [0.0, -0.3, 0.2], [-0.3, -0.3, 0.0], [-0.2, 0.3, 0.0], [0.0, -0.2, 0.4], [0.2, 0.5, -0.4], [-0.3, -0.3, -0.1], [-0.3, 0.3, -0.3], [0.3, -0.1, 0.2], [-0.1, 0.0, 0.0], [0.0, 0.0, 0.0], [-0.1, -0.1, 0.0], [0.2, -0.1, 0.3], [0.1, -0.1, -0.3], [0.1, 0.6, 0.1], [-0.1, -0.6, -0.4], [-0.1, 0.8, 0.4], [0.1, -0.1, 0.2], [0.0, -0.2, 0.1], [-0.1, 0.3, 0.2], [0.0, -0.2, 0.0], [0.0, 0.1, 0.1], [0.1, -0.3, -0.4], [0.0, -0.1, -0.1], [0.0, -0.3, -0.2], [0.0, -0.2, 0.1], [0.3, -0.2, 0.0], [-0.2, 0.2, -0.1], [0.1, 0.1, 0.0], [0.8, -0.5, 0.4], [-0.1, 0.4, 0.1], [0.0, 0.0, 0.0], [-0.1, 0.1, -0.2], [0.0, -0.2, -0.1], [-0.6, 0.2, -0.2], [-0.1, -0.1, -0.1]]
}

Record 3
{
  "formula": "C3H8N4",
  "method": "ωB97M-V with the def2-TZVPD basis set",
  "gap_ev": 9.2,
  "e_homo_ha": -0.3196,
  "de_lowest_ev": 5.474,
  "elements": ["H", "N", "N", "N", "C", "C", "H", "H", "H", "H", "C", "N", "H", "H", "H"],
  "positions_angstrom": [[-2.5568, -2.4334, 1.9721], [-1.6204, -2.1225, 2.0771], [-1.3015, -1.0788, 1.4072], [-0.2649, -0.5085, 1.3749], [0.5183, 0.5072, 1.2875], [1.6591, 0.5131, 0.2695], [0.5397, 1.4351, 1.8909], [2.5541, 0.7903, 0.8350], [1.7900, -0.4578, -0.2150], [1.3564, 1.2845, -0.5165], [-0.4650, 0.6080, -2.4248], [-0.9853, -0.3555, -1.8412], [-0.2515, 0.6158, -3.4466], [0.1163, 1.4022, -1.8576], [-1.0884, -0.1998, -0.8124]],
  "atomic_forces_ev_per_a": [[-1.1, 0.5, -1.1], [3.1, 1.2, 0.7], [-5.9, -3.2, 0.8], [4.9, 3.4, -0.3], [0.2, -1.3, -0.6], [-1.1, 0.5, 0.0], [-0.9, -0.8, 0.2], [0.1, 0.2, -0.6], [0.0, 0.2, 0.1], [1.0, -0.9, 1.1], [2.3, 1.6, 2.0], [-1.6, -0.8, 1.2], [-0.1, -0.2, -1.8], [-1.2, -0.3, -0.7], [0.3, -0.2, -1.1]]
}

Record 4
{
  "formula": "C17H24InN7O6Te4",
  "method": "ωB97M-V with the def2-TZVPD basis set",
  "gap_ev": 6.9,
  "e_homo_ha": -0.2670,
  "de_lowest_ev": 0.656,
  "elements": ["In", "Te", "Te", "Te", "Te", "O", "C", "O", "C", "C", "N", "N", "C", "C", "O", "O", "H", "H", "H", "O", "N", "N", "O", "C", "C", "C", "C", "C", "C", "H", "H", "H", "H", "H", "N", "C", "C", "C", "N", "C", "C", "N", "C", "H", "H", "H", "H", "H", "H", "H", "H", "H", "H", "H", "H", "H", "H", "H", "H"],
  "positions_angstrom": [[1.2028, 0.6476, -0.2310], [3.4611, -0.6578, 0.7052], [3.9119, -2.0971, -1.5380], [3.4744, -0.2103, -3.4283], [0.9092, 0.5270, -2.9383], [-3.5319, 5.3408, -1.5517], [-2.3534, 5.8555, -1.2468], [-2.1573, 7.0455, -1.2058], [-1.2460, 4.9046, -0.9386], [-0.0103, 5.3423, -0.5195], [0.7477, 4.2517, -0.3343], [0.1006, 3.1221, -0.6244], [-1.1173, 3.4933, -0.9862], [-2.1335, 2.4308, -1.2308], [-3.3307, 2.7492, -1.3181], [-1.7115, 1.2320, -1.1932], [-3.5148, 4.3447, -1.5018], [0.3347, 6.3453, -0.3377], [1.6945, 4.1846, 0.0069], [1.8709, 2.1591, 1.3203], [1.0145, 2.5151, 2.1941], [-0.0882, 1.8825, 2.1577], [-0.3888, 0.9177, 1.3151], [-1.1156, 2.3130, 3.0621], [-2.4245, 2.3195, 2.6129], [-3.4296, 2.7674, 3.4555], [-3.1209, 3.2021, 4.7361], [-1.8017, 3.1951, 5.1695], [-0.7886, 2.7493, 4.3363], [-2.6360, 2.0283, 1.5928], [-4.4516, 2.7932, 3.1016], [-3.9051, 3.5529, 5.3934], [-1.5556, 3.5404, 6.1646], [0.2413, 2.7395, 4.6621], [-3.2874, -0.0551, 0.2849], [-2.6589, -1.3709, 0.5533], [-2.6707, -2.2397, -0.6908], [-1.7387, -3.4281, -0.4373], [-0.3763, -2.9130, -0.3382], [-2.1807, -4.1663, 0.8341], [-2.3891, -3.2987, 2.0838], [-1.1285, -2.7839, 2.6117], [-3.2857, -2.1055, 1.7285], [-2.6623, 0.4807, -0.4825], [-3.2207, 0.5232, 1.1217], [-4.2561, -0.1190, -0.0167], [-1.6185, -1.1643, 0.8084], [-2.3181, -1.6742, -1.5577], [-3.6857, -2.5957, -0.8992], [-1.8422, -4.1350, -1.2707], [-0.0397, -2.6204, -1.2498], [0.2635, -3.6179, 0.0049], [-1.4703, -4.9685, 1.0583], [-3.1380, -4.6446, 0.6111], [-2.9143, -3.9184, 2.8226], [-0.4454, -3.5205, 2.7343], [-1.2693, -2.3503, 3.5167], [-3.3796, -1.4443, 2.5964], [-4.2859, -2.4639, 1.4630]],
  "atomic_forces_ev_per_a": [[-0.2, 0.4, 0.3], [-0.2, 0.1, -0.1], [-0.3, -0.1, -0.1], [0.2, 0.1, 0.1], [-0.1, -0.3, 0.2], [0.0, 0.0, 0.0], [0.0, 0.0, 0.1], [0.0, 0.0, 0.0], [0.0, 0.0, -0.1], [0.0, 0.0, 0.1], [0.1, 0.0, -0.2], [0.1, 0.0, 0.2], [0.0, 0.1, -0.1], [-0.1, -0.2, 0.3], [-0.1, 0.0, -0.1], [0.2, 0.0, -0.3], [0.0, 0.0, 0.1], [0.0, 0.0, 0.0], [0.0, 0.0, 0.0], [0.0, -0.1, 0.1], [-0.1, 0.0, -0.1], [0.0, 0.1, 0.1], [0.3, -0.2, -0.2], [0.0, 0.0, 0.0], [0.0, 0.0, -0.1], [0.0, 0.0, 0.0], [0.0, 0.0, 0.0], [0.0, 0.0, 0.0], [0.0, -0.1, 0.0], [0.1, 0.3, 0.1], [0.0, 0.0, 0.0], [0.0, 0.0, 0.0], [0.0, 0.0, 0.0], [0.0, 0.0, 0.0], [0.2, -0.1, 0.0], [0.1, -0.2, 0.1], [0.1, 0.0, 0.0], [-0.1, 0.0, 0.0], [0.1, 0.0, -0.1], [0.2, 0.1, 0.0], [-0.1, 0.0, -0.1], [0.0, 0.0, 0.1], [0.1, 0.0, 0.0], [-0.1, 0.0, 0.0], [-0.3, -0.2, -0.1], [0.0, 0.0, 0.0], [-0.1, 0.1, 0.0], [0.0, 0.0, 0.0], [0.0, 0.0, -0.1], [-0.1, 0.0, 0.0], [0.0, 0.0, 0.0], [0.1, 0.0, 0.0], [0.0, 0.0, 0.0], [0.0, -0.1, 0.0], [-0.1, 0.0, 0.0], [0.0, 0.0, 0.0], [0.0, 0.0, 0.0], [0.0, 0.0, 0.0], [0.0, 0.0, 0.0]]
}